Entry 1:
C24H67N5O7 | the ωB97M-V functional and the def2-TZVPD basis

Results
structure (SMILES): COC[C@H](C)N.COC[C@H](C)N.COC[C@H](C)N.COC[C@H](C)N.COC[C@H](C)N.CCO.CCO
net charge: 0
energy relative to the best compared isomer or geometry (same formula, charge and spin): 390.4 kJ/mol
highest occupied orbital energy: -9.36 eV
frontier orbital gap: 9.662 eV
calculated total energy: -47751.2845 eV

The geometry in XYZ format:
```
103
C24H67N5O7, DFT the ωB97M-V functional and the def2-TZVPD basis
H -1.678 -11.995 29.423
C -0.560 4.909 25.630
H -1.108 -3.313 22.234
C -1.267 5.363 28.078
C -0.661 -12.213 29.097
H -1.234 -4.835 24.714
H 0.750 -16.929 31.048
C -0.875 -2.626 23.048
H 3.345 -6.970 39.036
H -0.194 2.668 28.241
H 6.284 -9.238 29.248
N 0.513 -16.107 27.854
H -8.447 -5.768 26.959
N -6.543 -1.434 28.233
O 2.196 -5.771 37.858
C -7.021 -2.850 26.292
H 2.778 -8.137 37.073
H -2.192 4.026 26.669
H -3.088 5.561 25.297
H 0.056 -5.436 23.756
C -0.536 3.293 29.066
H -0.191 -5.344 30.146
C 2.067 -8.117 37.900
H -0.812 -16.395 29.399
C -1.795 -3.811 30.404
H -0.428 -11.620 28.212
H 2.670 -9.992 38.513
O -7.880 -3.833 27.021
H 0.257 4.213 25.819
H 4.337 -10.114 31.431
H -0.964 6.409 28.049
H 5.947 -10.772 31.093
H 2.149 -16.558 30.081
H -7.843 -5.222 25.421
H -3.365 5.897 26.767
H 0.222 3.013 29.798
H -1.770 -5.908 29.632
H 1.075 -3.436 23.252
H -0.986 -3.293 30.920
H -1.113 -3.366 28.574
H 1.694 -6.775 39.622
O -1.948 -3.409 29.046
H 2.852 -8.967 39.576
C -7.688 -5.136 26.497
C -1.258 -5.271 30.355
O 4.634 -10.342 28.830
H -0.906 4.727 24.612
C -7.183 -1.417 26.898
H -8.241 -1.158 26.944
H 1.645 -4.451 39.349
H 1.348 -2.834 25.592
O -0.447 -1.380 22.564
H 5.853 -9.153 31.787
H 0.630 -9.096 36.541
H -2.282 -0.614 22.630
H -2.116 5.333 28.761
N 0.618 -2.425 25.028
C 0.186 -15.985 29.247
H 1.156 -14.012 29.580
H -5.605 -1.765 28.060
H 4.779 -8.413 29.621
H -6.689 -5.481 26.766
O -0.652 -13.612 28.776
C 0.215 -3.282 23.904
C -6.598 -0.314 25.997
C -1.483 -0.746 21.900
H 0.009 5.832 25.529
H -7.021 -0.285 24.992
H -7.307 -2.930 25.243
H -1.879 -1.350 21.084
C -0.178 -4.671 24.496
H -0.009 -11.966 29.935
H 1.440 -15.706 27.843
H 1.128 -1.637 24.656
H -6.650 0.679 26.442
C 2.335 -4.529 38.509
H 4.512 -9.888 27.993
C 0.174 -14.481 29.651
C 5.352 -9.860 31.126
C 5.294 -9.371 29.685
H -7.137 -2.129 28.662
H 0.390 -4.875 25.403
H -0.077 -8.451 37.969
H 2.145 -3.679 37.854
H -0.104 -15.388 27.504
H 1.216 -17.901 29.545
C 2.309 -6.838 38.725
C 0.673 -8.235 37.208
H 3.413 -4.512 38.669
O -0.204 4.672 28.767
N -2.600 5.915 26.107
H -1.351 -5.922 31.224
C -1.658 4.976 26.630
H -1.594 3.209 29.311
C 1.125 -16.927 30.025
H -0.146 -14.372 30.687
H -1.826 -2.531 23.573
H -5.993 -3.207 26.241
H 0.294 -7.411 36.603
N 2.164 -9.196 38.873
H -1.105 0.159 21.424
H -2.765 -3.743 30.896
H -5.528 -0.510 25.922
```

=====

Entry 2:
C24H67N6O12 | the ωB97M-V functional and the def2-TZVPD basis

Results
net charge: -1
energy relative to the best compared isomer or geometry (same formula, charge and spin): 649.6 kJ/mol
highest occupied orbital energy: -4.36 eV
frontier orbital gap: 6.598 eV
calculated total energy: -59474.0112 eV

The geometry in XYZ format:
```
109
C24H67N6O12, DFT the ωB97M-V functional and the def2-TZVPD basis
H 14.133 -9.889 -0.846
N 5.358 -1.112 -7.189
O 8.843 -1.844 -8.549
H 8.422 0.351 -7.581
H 5.655 -12.208 -13.955
C 8.931 -15.994 -7.041
H 13.170 -9.784 -10.729
O 8.685 -8.915 -11.124
H 13.596 -13.553 -6.032
C -0.449 -4.618 -9.906
C -0.294 -7.170 -9.451
H 0.721 -3.902 -12.208
C 0.446 -3.072 -11.557
N 3.544 -11.668 -12.647
H 14.718 -10.596 -9.061
C 11.044 -14.869 -6.173
O 8.502 -8.484 -9.036
H 7.640 -2.693 -7.408
H 11.446 -14.852 -7.186
H 9.197 -16.951 -6.593
H 7.315 -15.362 -14.557
H 16.666 -9.583 -10.225
O 5.832 -14.254 -13.619
C 6.831 -14.390 -14.648
N 8.826 -13.596 -6.566
H 4.562 -13.264 -14.908
C 11.811 -5.715 -15.842
H 15.509 -7.328 -10.342
H 13.340 -14.742 -4.859
H 16.657 -9.196 -8.585
N 12.048 -6.794 -3.914
C 13.184 -9.408 -0.610
H 13.820 -4.777 -3.371
C 14.701 -9.614 -9.535
C 13.535 -7.431 -2.010
H 5.462 -1.676 -6.357
H 8.963 -3.491 -9.949
H 7.017 -2.398 -9.116
H 13.581 -4.444 -15.441
H -1.243 -4.713 -10.647
H 10.647 -7.006 -15.035
H 13.770 -7.744 -4.329
H -0.446 -2.499 -11.810
O 11.418 -7.034 -15.606
C 2.754 -13.922 -13.065
C 9.515 -2.948 -9.182
C 7.452 -1.978 -8.209
H 7.607 -13.627 -14.585
H 11.132 -5.091 -15.261
N 8.015 -8.459 -10.154
N 1.331 -5.780 -8.434
H 13.609 -5.144 -4.986
H 4.936 -1.693 -7.900
H -1.126 -6.973 -8.776
O 11.495 -13.692 -5.425
H 10.376 -2.423 -9.596
H 1.291 -5.751 -10.389
H 0.323 -7.994 -9.091
H 4.103 -10.982 -13.134
H 6.944 1.066 -6.852
H 2.120 -6.382 -8.626
C 7.568 0.176 -6.927
H 4.450 -13.324 -11.859
O 0.427 -3.573 -10.163
H 3.401 -11.272 -11.729
O 16.129 -7.600 -9.662
H 6.434 -14.240 -15.652
H 10.025 -3.701 -8.583
H 13.833 -6.077 -15.962
C 13.197 -5.458 -15.329
C 0.516 -5.841 -9.628
H -0.762 -7.412 -10.406
H 9.256 -15.894 -8.077
C 12.962 -13.769 -5.172
H 11.590 -15.635 -5.623
C 4.019 -13.048 -12.822
H 9.283 -15.019 -5.125
O 6.895 -8.038 -10.385
H -1.060 -4.454 -9.018
H 14.001 -8.996 -8.974
O 13.326 -5.823 -13.915
H 7.951 -0.181 -5.971
C 5.031 -13.102 -13.937
H 13.023 -6.638 -1.467
C 13.417 -7.006 -3.608
C 13.996 -5.594 -4.071
H 11.852 -6.978 -4.888
C 16.092 -9.008 -9.498
H 14.553 -7.340 -1.631
C 6.654 -0.796 -7.713
H 13.105 -8.773 0.272
H 13.146 -13.023 -4.399
O 12.786 -8.713 -1.781
H 2.245 -14.196 -12.141
H 1.976 -13.654 -13.780
H 1.226 -2.314 -11.612
H 11.771 -5.364 -16.873
H 3.129 -14.871 -13.449
H 12.553 -10.256 -0.341
O 14.119 -9.662 -10.815
H 11.647 -5.898 -3.675
H 8.900 -13.491 -7.567
H 7.868 -16.092 -7.264
H 7.867 -13.844 -6.370
H 12.813 -6.606 -13.703
H 6.533 -0.144 -8.579
H 1.724 -4.854 -8.526
H 15.068 -5.761 -3.968
C 9.531 -14.821 -6.168
```

=====

Entry 3:
C24H68N2O10 | the ωB97M-V functional and the def2-TZVPD basis

Results
structure (SMILES): NC(N)=O.CC(C)O.CC(C)O.CC(C)O.CC(C)O.CC(C)O.CC(C)O.CC(C)O.CO.CO
net charge: 0
energy relative to the best compared isomer or geometry (same formula, charge and spin): 644.4 kJ/mol
highest occupied orbital energy: -9.18 eV
frontier orbital gap: 9.374 eV
calculated total energy: -49437.6696 eV

The geometry in XYZ format:
```
104
C24H68N2O10, DFT the ωB97M-V functional and the def2-TZVPD basis
H -0.588 3.047 4.527
H 4.698 -2.622 -0.147
C -0.306 -4.204 -3.392
H -4.162 -3.422 -0.950
H 4.804 1.130 2.792
H -0.531 -4.258 -4.418
C -3.955 -1.026 1.527
H -1.997 0.552 0.131
H -2.120 5.333 -0.861
O -3.353 2.791 0.585
H 4.560 -0.807 -1.781
H -1.692 -2.257 2.332
H -5.060 -3.330 0.485
H -2.998 0.623 -4.655
C 3.655 -1.233 -1.251
O 0.227 0.552 -3.916
O -3.084 -1.126 -0.690
H 1.888 2.094 -1.462
N 1.040 0.389 0.804
C -0.773 0.205 -4.559
H 1.211 2.783 2.118
C -2.117 0.791 -4.080
H -5.326 -2.202 -0.740
C 0.658 3.222 2.942
C 0.347 1.186 4.355
C -0.889 -1.785 2.803
H 4.269 -1.124 0.731
O -0.012 -0.012 -1.298
C -2.362 3.342 0.028
C 3.895 0.759 3.212
H -0.003 0.504 -2.991
H -2.078 1.844 -3.858
H 0.765 -4.095 -3.252
C 3.096 -2.235 -2.210
H 3.555 -2.060 2.820
C 3.925 -1.919 0.043
H 1.867 -0.009 0.345
H 3.682 -3.147 -2.331
H 2.470 3.084 -0.061
H -0.514 -2.223 -2.809
H 0.383 0.031 -6.327
H 5.246 -1.760 2.958
H -0.760 -0.884 -4.563
H 0.682 3.171 -0.595
H 4.510 -0.872 5.903
H -4.177 2.843 0.061
H -0.490 -5.234 -3.072
O 4.704 -0.246 5.166
C -0.378 0.654 -5.982
O 2.888 -0.282 -1.142
O -2.150 -3.111 -2.732
C -2.602 4.867 0.042
H -1.465 3.187 0.688
O 0.341 -1.966 2.134
H 2.842 -1.724 -3.169
H 0.847 0.554 3.649
H 2.060 -2.450 -1.976
H -3.224 -0.224 1.795
C 4.282 -1.789 3.539
O 2.091 4.106 -1.851
C -4.546 -2.717 -0.230
H 4.383 -2.583 4.237
H -0.891 -2.290 3.832
H -4.857 -0.561 1.260
H 1.291 1.499 4.952
H -2.998 2.856 -2.073
H 0.132 3.976 2.375
H -3.649 5.152 -0.086
H 1.468 3.971 -2.600
N -1.167 0.591 0.680
H 2.904 -0.523 4.702
C -0.071 0.344 0.055
H -2.245 0.212 -3.137
H -1.208 0.437 -6.628
H -3.978 -1.722 2.370
H -2.358 -2.973 -3.657
H 3.030 -2.425 0.445
H -0.949 -4.174 -0.773
H -1.950 1.744 -1.365
H -0.248 0.631 5.018
H 2.971 0.185 -1.986
H 3.503 1.569 3.838
H -0.909 -2.508 -0.419
H 0.428 -1.202 1.571
H -1.376 3.215 -2.027
H -1.323 1.061 1.537
H 3.221 0.557 2.411
C -0.294 2.372 3.716
H -2.110 2.493 3.355
C -3.497 -1.800 0.317
H 1.057 0.726 1.732
H -1.140 -0.751 2.837
C -2.195 2.787 -1.427
H -2.556 -1.713 -1.219
C -0.494 -3.228 -1.112
H -0.092 1.722 -5.988
H 1.340 3.740 3.627
C 3.954 -0.415 4.193
H -2.364 5.367 0.958
H 0.587 -3.211 -0.908
C -0.899 -3.121 -2.570
H -2.680 -2.391 0.724
O -1.288 2.077 2.973
C 1.739 3.044 -0.920
```